22
Properties=species:S:1:pos:R:3:mulliken_charge:R:1 method="wB97M-V/def2-TZVPD" total_energy_ev=-41984.13066 total_charge=-1 spin_multiplicity=1 gap_ev="8.864 / 6.894"
C -2.29171 -1.53742 -0.44378 1.031
C -2.20205 -0.13102 -0.92550 -1.120
C 2.85469 1.56215 1.11738 -0.574
C -0.96572 -2.12100 -0.45828 -0.835
C 2.40369 -1.40948 0.64299 0.121
O 0.37047 -2.27644 2.05056 -0.682
O -3.28316 -2.22079 -0.21564 -0.627
O 1.59504 0.25288 -1.02659 -0.583
O 4.01958 -0.09382 -0.76446 -0.709
O 0.44768 0.04108 1.34145 -0.554
O 2.00220 -0.75401 2.98256 -0.635
F 3.55495 -1.82857 1.31850 -0.224
S 2.72348 0.09696 -0.15908 1.057
S 1.15984 -1.11394 1.87488 0.997
H -1.80831 0.45029 -0.13864 0.239
H -3.13324 0.21319 -1.23336 0.431
H -1.38837 -0.01863 -1.65131 0.304
H 2.38176 0.98184 1.88977 0.191
H 3.96677 1.66601 1.37756 0.292
H 2.20891 2.47594 0.82761 0.283
H -0.16042 -1.46335 -0.63400 0.227
H -0.76418 -3.10000 -0.22675 0.369